Entry 1:
# C5H7NO

C5H7NO in the gas phase at a distorted geometry (wB97M-V/def2-TZVPD, OMol25).

Structure (ORCA input):
```
! wB97M-V def2-TZVPD RIJCOSX def2/J DEFGRID3
* xyz 0 1
C 0.480 -1.850 -0.125
C -0.214 -0.761 0.655
C 0.019 1.026 0.086
C 1.093 0.675 -0.804
N 1.707 -0.127 -1.377
C -0.899 2.176 -0.180
O 0.052 2.207 0.874
H 0.152 -2.077 -1.148
H -0.122 -2.473 0.606
H 1.538 -2.100 0.030
H -1.291 -0.895 0.564
H 0.148 -0.806 1.689
H -0.719 2.901 -0.989
H -1.945 2.104 0.120
*
```

Energy above the lowest of the compared OMol25 structures with the same formula, charge and spin in kcal per mole: 100.5
HOMO in eV: -10.158
SMILES: CC[C@@]1(C#N)CO1
Kohn-Sham gap in eV: 10.9917

Entry 2:
# C4H8N2O

C4H8N2O in the gas phase at a distorted geometry (wB97M-V/def2-TZVPD, OMol25).

Structure (ORCA input):
```
! wB97M-V def2-TZVPD RIJCOSX def2/J DEFGRID3
* xyz 0 1
C 0.859 -1.238 -1.243
C -0.601 -0.826 -1.202
C -1.162 0.015 -0.334
N -0.297 0.756 0.564
N -0.978 1.180 1.744
C 0.884 1.360 0.313
O 1.571 1.453 -0.687
H 1.511 -0.709 -0.523
H 1.170 -0.909 -2.205
H 1.064 -2.386 -1.357
H -1.201 -1.202 -2.046
H -2.248 0.274 -0.279
H -0.922 2.135 1.905
H -1.880 0.695 1.663
H 1.122 1.718 1.267
*
```

Energy above the lowest of the compared OMol25 structures with the same formula, charge and spin in kcal per mole: 81.2
HOMO in eV: -8.396
SMILES: C/C=C\N(N)C=O
Kohn-Sham gap in eV: 9.2094

Entry 3:
# C8H32CaN11O11

A molecular structure, C8H32CaN11O11 at a distorted geometry (wB97M-V/def2-TZVPD, OMol25).

Structure (ORCA input):
```
! wB97M-V def2-TZVPD RIJCOSX def2/J DEFGRID3
* xyz 1 1
Ca 7.929 1.056 7.533
N 7.093 0.938 11.157
O 7.607 0.023 11.836
O 6.446 1.866 11.676
O 7.251 0.949 9.922
C 7.715 2.174 14.818
O 6.542 1.445 14.478
H 7.400 3.201 15.029
H 8.184 1.736 15.697
H 8.443 2.307 14.012
H 6.592 1.256 13.530
C 4.383 -1.267 10.569
O 3.387 -1.161 9.566
H 3.975 -1.943 11.314
H 5.269 -1.709 10.096
H 4.696 -0.283 10.922
H 3.748 -0.687 8.816
C 3.406 3.508 10.533
O 3.814 2.167 10.531
H 2.391 3.553 10.139
H 3.264 3.909 11.543
H 4.092 4.209 10.049
H 4.658 1.983 10.965
C 4.750 0.911 7.094
O 5.707 0.332 7.643
N 4.453 0.751 5.774
N 3.809 1.641 7.714
H 3.794 1.351 5.312
H 5.005 0.231 5.112
H 2.949 1.947 7.308
H 3.943 1.728 8.728
C 10.708 1.450 9.838
O 9.902 1.570 8.916
N 11.073 0.230 10.308
N 11.347 2.462 10.496
H 10.653 -0.561 9.849
H 11.970 0.133 10.748
H 11.694 2.277 11.419
H 11.507 3.382 10.129
C 8.564 -2.230 8.798
O 8.131 -1.329 8.061
N 9.052 -3.395 8.335
N 8.724 -2.068 10.132
H 9.378 -4.068 9.001
H 8.807 -3.547 7.370
H 9.187 -2.712 10.747
H 8.228 -1.302 10.579
C 8.048 -2.289 14.498
O 7.973 -3.177 15.334
N 8.883 -1.221 14.625
N 7.189 -2.161 13.443
H 8.903 -0.436 13.997
H 9.487 -1.089 15.415
H 6.670 -2.994 13.228
H 7.486 -1.451 12.781
C 7.253 4.393 8.713
O 7.456 3.233 8.306
N 7.472 5.433 7.868
N 6.978 4.678 9.978
H 7.889 5.250 6.977
H 7.327 6.363 8.219
H 6.791 5.609 10.305
H 6.709 3.916 10.590
*
```

Energy above the lowest of the compared OMol25 structures with the same formula, charge and spin in kcal per mole: 0.0
HOMO in eV: -10.960
Kohn-Sham gap in eV: 7.4316

Entry 4:
# C5H11N2

A gas-phase ion, C5H11N2 (charge +1) at a distorted geometry (wB97M-V/def2-TZVPD, OMol25).

Structure (ORCA input):
```
! wB97M-V def2-TZVPD RIJCOSX def2/J DEFGRID3
* xyz 1 1
C 3.441 0.483 -0.356
N 2.503 0.096 0.368
C 1.069 -0.374 -0.142
C -0.118 -0.002 0.943
N -1.444 0.080 0.239
C -1.758 1.261 -0.077
C -2.263 -0.994 -0.264
H 3.481 0.504 -1.418
H 4.341 0.589 0.224
H 1.193 -1.470 -0.024
H 0.792 -0.045 -1.120
H -0.098 -0.838 1.724
H 0.111 0.873 1.488
H -2.703 1.440 -0.714
H -1.190 2.112 0.211
H -1.524 -1.630 -0.748
H -2.819 -1.527 0.534
H -3.013 -0.558 -0.870
*
```

Energy above the lowest of the compared OMol25 structures with the same formula, charge and spin in kcal per mole: 68.6
HOMO in eV: -13.018
SMILES: C=NCC[N+](=C)C
Kohn-Sham gap in eV: 8.1630

> Which formula does entry 2 have?

C4H8N2O

> Which of these has the lowest energy above the lowest of the compared OMol25 structures with the same formula, charge and spin?

C8H32CaN11O11

> Which value of Kohn-Sham gap does entry 4 give?

8.1630 eV

> The highest HOMO belongs to which entry?

C4H8N2O